167
Properties=species:S:1:pos:R:3:forces:R:3:mulliken_charge:R:1 method="wB97M-V/def2-TZVPD" fmax_ev_per_a=3.593 relative_energy_kj_mol=27.1 charge=-1 e_homo_ev=-7.07 gap_ev=9.21 e_lumo_ev=2.14
Cu -0.020 0.108 -2.763 0.09 0.18 0.04 -1.17
B -0.038 -2.490 -5.077 -0.40 -0.97 0.04 -0.40
F -1.446 -2.234 -4.807 1.01 -0.30 -0.01 -0.12
F 0.784 -2.004 -4.054 -0.26 0.58 0.53 0.22
F 0.243 -3.859 -5.203 -0.58 -0.15 0.26 -0.41
F 0.307 -1.906 -6.279 -0.17 0.83 -0.76 -0.35
Cl -0.077 0.044 1.910 1.16 2.68 1.47 -1.69
O -0.775 -1.193 1.871 -0.34 -1.06 0.06 0.50
O 1.018 0.063 2.881 -0.48 -0.78 0.02 -0.43
O 0.538 0.324 0.640 -0.86 0.23 -0.36 0.24
O -1.001 1.099 2.390 0.38 -0.82 -1.29 -0.17
C -4.704 4.152 0.332 1.33 1.08 1.38 -1.41
C -3.151 3.987 0.346 -0.41 -0.38 1.07 0.13
C -2.733 2.703 -0.364 -0.30 -0.48 0.00 1.16
C -3.118 2.729 -1.776 0.72 -0.47 3.40 0.06
N -3.362 2.829 -2.867 -0.90 0.24 -3.39 -0.60
H -5.082 4.526 -0.586 -0.23 0.19 -1.04 0.38
H -4.924 4.917 1.096 -0.11 -0.19 -0.29 0.42
H -5.258 3.280 0.623 -0.04 -0.72 0.06 0.31
H -2.848 3.773 1.403 -0.12 0.66 -0.69 -0.10
H -2.671 4.911 -0.012 -0.02 -0.47 0.06 0.29
H -3.251 1.920 0.220 0.11 -0.02 -0.78 -0.47
H -1.687 2.389 -0.341 0.13 0.48 0.27 -0.34
C 2.525 -3.880 -1.891 -1.09 -1.22 0.37 -1.19
C 1.284 -3.436 -1.043 0.43 -2.35 0.59 1.02
C 1.314 -4.143 0.382 -1.12 0.44 -0.75 0.81
C 2.579 -4.024 1.074 -1.77 -0.50 -1.14 -0.06
N 3.595 -3.921 1.560 2.19 0.29 1.09 -0.64
H 2.426 -3.432 -2.863 0.38 0.48 -0.37 0.08
H 2.529 -4.987 -2.105 -0.15 0.91 0.46 0.39
H 3.476 -3.666 -1.375 -0.39 0.20 -0.34 0.34
H 0.303 -3.849 -1.403 1.00 0.83 -0.40 0.42
H 1.270 -2.362 -0.987 -0.33 0.34 0.25 -1.20
H 1.023 -5.217 0.202 0.46 1.03 0.53 0.59
H 0.561 -3.644 1.028 0.21 -0.49 -0.33 -0.72
C 5.256 1.252 -0.614 0.03 1.53 0.80 -1.12
C 4.484 0.220 0.251 -0.49 1.44 0.01 -0.32
C 3.833 -0.843 -0.597 -1.51 0.97 -0.28 0.82
C 2.701 -0.333 -1.412 2.81 -0.90 2.04 -0.66
N 1.773 0.029 -1.927 -2.72 0.90 -1.83 1.84
H 4.616 1.850 -1.337 0.52 -1.18 0.65 0.15
H 6.086 0.767 -1.161 -0.43 0.38 0.19 0.40
H 5.663 2.088 0.065 -0.26 -1.38 -0.87 0.30
H 3.725 0.726 0.882 0.25 -0.19 -0.40 -0.01
H 5.119 -0.292 0.959 0.51 -0.05 0.06 0.53
H 3.413 -1.632 0.006 0.06 -0.46 0.17 -0.94
H 4.539 -1.188 -1.296 0.97 -0.95 -0.85 0.59
C 3.968 -1.904 6.201 -1.60 1.13 0.62 -1.55
C 2.980 -1.279 5.201 -0.45 0.79 1.57 0.27
C 2.449 -2.241 4.176 1.32 -0.95 -1.16 1.08
C 1.337 -3.163 4.359 1.53 1.85 0.31 0.11
N 0.529 -3.956 4.377 -1.72 -1.55 0.29 -0.57
H 4.788 -2.337 5.699 1.12 -0.45 -0.47 0.42
H 3.473 -2.664 6.812 0.02 -0.08 -0.09 0.32
H 4.271 -1.100 6.890 0.28 -0.37 -0.22 0.43
H 3.433 -0.444 4.688 0.60 -0.05 -0.48 0.14
H 2.235 -0.699 5.772 -0.27 -0.70 -0.16 -0.26
H 3.296 -2.954 3.982 -0.59 0.60 -0.21 0.43
H 2.266 -1.704 3.240 -0.09 -0.23 0.16 -0.71
C -5.462 -0.350 -0.546 2.14 -0.58 -0.59 -0.82
C -5.184 -0.970 -1.985 -0.09 -0.46 2.24 -0.35
C -3.943 -1.874 -2.004 0.04 -0.40 -0.63 1.47
C -2.755 -1.038 -1.850 1.21 0.72 -0.55 -0.57
N -1.840 -0.329 -1.861 -0.85 -0.98 0.11 0.71
H -5.703 -1.129 0.176 -0.42 -0.14 -0.20 0.37
H -6.242 0.379 -0.620 -0.44 0.46 0.18 0.46
H -4.529 0.104 -0.079 -1.04 -0.21 -0.91 -0.26
H -4.970 -0.226 -2.709 -0.26 1.00 -0.61 0.07
H -6.075 -1.531 -2.272 0.14 -0.03 -0.16 0.51
H -3.872 -2.436 -2.972 0.18 0.79 0.72 -1.59
H -3.898 -2.649 -1.251 -0.25 -0.17 0.47 0.22
C 7.340 4.239 6.017 -0.71 1.33 0.67 -1.18
C 6.695 4.700 4.716 0.34 0.13 0.43 -0.54
C 5.177 4.614 4.793 0.02 -0.51 -1.03 -0.46
C 4.698 3.234 5.051 -0.13 -1.27 0.60 0.45
N 4.395 2.133 5.283 0.46 1.95 -0.47 -0.50
H 8.383 4.341 5.896 1.39 0.38 0.12 0.39
H 7.218 3.203 6.286 -0.68 -0.34 0.04 0.36
H 6.997 4.936 6.842 0.44 -1.04 -0.66 0.25
H 7.090 4.108 3.901 -0.08 -0.16 -0.34 0.33
H 7.031 5.749 4.543 -0.53 -0.63 -0.01 0.33
H 4.688 4.951 3.883 0.08 -0.11 -0.23 0.26
H 4.817 5.301 5.525 -0.39 0.22 0.92 0.35
C -4.340 -4.596 3.490 1.13 1.44 -0.91 -1.33
C -3.171 -3.584 3.346 0.02 1.08 2.07 0.06
C -1.958 -4.104 2.629 0.04 -0.62 -0.52 0.98
C -2.350 -4.388 1.251 -0.53 -0.74 -1.00 0.25
N -2.817 -4.648 0.224 0.56 0.38 0.67 -0.70
H -4.097 -5.362 4.226 -0.49 0.13 0.04 0.35
H -4.373 -5.008 2.492 -0.43 -0.73 -0.17 0.33
H -5.270 -4.021 3.595 0.14 -0.57 0.63 0.36
H -2.729 -3.244 4.332 -0.87 -0.39 -0.69 0.10
H -3.492 -2.653 2.862 -0.12 -0.25 -0.01 0.07
H -1.618 -5.028 3.141 0.24 0.60 -0.53 0.50
H -1.201 -3.324 2.597 0.24 -0.28 0.25 -0.92
C -3.695 -0.079 4.636 0.26 0.46 -0.36 -1.39
C -2.589 0.493 5.529 -2.01 1.56 0.35 -0.09
C -1.351 -0.288 5.433 2.41 -0.92 -0.38 1.90
C -0.403 0.152 6.488 -0.48 -0.12 0.07 -0.28
N 0.183 0.607 7.369 0.07 -0.18 -0.33 -0.63
H -4.546 0.571 4.684 -0.62 0.36 0.04 0.48
H -4.041 -1.074 4.881 0.16 -0.32 0.47 0.37
H -3.406 -0.121 3.587 0.32 0.11 -0.10 0.13
H -2.959 0.531 6.580 0.27 -0.31 -0.53 0.50
H -2.428 1.581 5.307 0.02 -0.94 -0.19 -0.14
H -0.805 -0.199 4.461 -0.63 0.16 0.66 -0.77
H -1.577 -1.361 5.515 0.27 0.18 0.32 0.03
C 1.725 3.640 -2.105 -0.72 1.09 -2.86 -0.66
C 2.515 4.162 -0.970 0.45 0.49 1.10 0.04
C 1.573 4.797 0.104 -0.23 -0.13 0.59 0.42
C 0.592 5.690 -0.468 -1.81 1.28 -2.43 0.05
N -0.160 6.311 -1.111 1.31 -0.93 1.55 -0.64
H 1.268 4.500 -2.680 0.33 -0.85 0.56 0.42
H 0.901 3.062 -1.748 -0.60 -0.69 0.18 -0.23
H 2.265 3.056 -2.894 -0.11 0.32 1.03 0.35
H 3.279 4.880 -1.309 -0.16 -0.31 0.30 0.37
H 2.963 3.289 -0.503 0.52 0.22 0.35 -0.09
H 1.972 5.383 0.947 0.72 -0.61 -0.30 0.37
H 0.982 3.994 0.567 0.22 -0.02 0.02 -0.36
C 3.769 1.083 -7.628 0.83 -1.35 0.59 -1.26
C 2.628 0.410 -6.829 0.92 0.29 0.64 -0.18
C 3.128 -0.814 -6.016 -1.15 0.18 0.04 0.61
C 4.106 -0.458 -4.990 -1.40 -0.51 -1.62 0.28
N 4.813 -0.124 -4.168 1.34 0.51 1.50 -0.48
H 4.241 1.902 -7.101 -0.08 0.24 0.22 0.30
H 3.541 1.405 -8.621 -0.64 0.35 -0.55 0.41
H 4.588 0.342 -7.780 -0.44 0.33 0.12 0.29
H 1.812 0.102 -7.435 -0.49 -0.60 -0.80 0.34
H 2.163 1.101 -6.149 -0.05 0.55 0.44 0.17
H 3.524 -1.485 -6.751 0.65 -0.61 -0.13 0.48
H 2.289 -1.365 -5.530 0.63 0.66 -0.28 -0.85
C -4.612 0.805 -5.494 -0.60 0.40 0.57 -1.15
C -3.735 -0.217 -6.170 -0.19 -1.39 1.12 0.76
C -2.353 0.202 -6.547 1.47 1.36 -0.81 -0.69
C -1.498 0.569 -5.432 1.21 0.03 2.52 0.35
N -0.824 0.792 -4.510 -1.10 -0.35 -1.63 -0.06
H -5.519 0.285 -5.114 0.47 0.47 -0.12 0.36
H -4.945 1.630 -6.134 0.04 -0.32 -0.26 0.38
H -4.113 1.325 -4.666 -0.06 -0.39 0.03 0.02
H -4.257 -0.655 -7.022 0.20 0.04 -0.12 0.53
H -3.522 -1.073 -5.457 -0.57 0.83 -0.68 -0.66
H -2.205 1.081 -7.198 -0.79 -0.22 -0.23 0.51
H -1.817 -0.596 -7.035 0.17 -0.50 -0.22 0.23
C -4.677 -3.858 -4.873 -1.57 0.28 0.98 -1.25
C -3.536 -4.708 -4.427 1.07 0.79 0.86 0.09
C -2.585 -5.144 -5.565 -0.56 -0.50 -0.59 0.12
C -3.228 -5.963 -6.621 -1.58 0.02 -0.29 0.07
N -3.878 -6.532 -7.395 0.91 0.41 0.66 -0.52
H -5.381 -3.446 -4.077 1.15 -0.70 -0.56 0.24
H -5.317 -4.450 -5.488 -0.58 -0.35 -0.78 0.54
H -4.344 -3.024 -5.425 0.39 1.04 -0.81 0.23
H -3.949 -5.517 -3.873 -0.06 -1.13 0.25 0.56
H -2.940 -4.144 -3.674 0.02 -0.42 -0.66 -0.09
H -1.808 -5.821 -5.217 0.47 0.62 0.35 0.41
H -2.189 -4.264 -6.092 0.31 -0.28 0.50 -0.25
C -1.086 4.211 3.930 0.46 0.54 0.46 -0.83
C -0.223 3.825 5.156 -1.69 1.19 1.11 -0.95
C 1.038 3.079 4.871 -0.25 -0.49 -2.55 1.07
C 1.857 3.915 3.991 0.40 1.43 1.03 -0.04
N 2.408 4.832 3.562 -0.10 -0.52 -0.60 -0.76
H -0.538 4.981 3.393 -0.15 0.27 -0.24 0.54
H -2.105 4.623 4.186 1.10 -0.65 -0.15 0.39
H -1.124 3.361 3.262 -0.48 -0.29 -0.13 -0.14
H -0.891 3.317 5.858 0.42 -0.57 -0.02 0.45
H 0.077 4.711 5.731 -0.22 0.18 -0.25 0.41
H 0.850 2.227 4.238 -0.37 -0.95 0.10 -0.71
H 1.602 2.763 5.703 0.63 -0.27 1.09 0.69